# 1
# CHClNO2P

A molecular structure, CHClNO2P at a distorted geometry (the ωB97M-V functional and the def2-TZVPD basis, the OMol25 dataset).

XYZ file:
```
7
Properties=species:S:1:pos:R:3:nbo_charge:R:1
C 0.0122 0.8454 3.6101 0.775
N -0.1967 0.8923 0.4552 -1.190
O -0.4444 0.7415 4.6830 -0.503
O 0.1182 -0.1357 2.7201 -0.770
P 0.8991 0.1764 1.2045 1.343
Cl 0.6580 2.3707 2.9398 -0.089
H -0.2148 1.4484 -0.4718 0.433
```

Frontier orbital gap in Ha: 0.3593
HOMO in eV: -10.39

***

# 2
# HOS3

2 unconnected molecules or ions with the total composition HOS3 at a distorted geometry (the ωB97M-V functional and the def2-TZVPD basis, the OMol25 dataset).

XYZ file:
```
5
Properties=species:S:1:pos:R:3:nbo_charge:R:1
O -0.3981 1.3237 -0.9281 -0.930
S -1.6111 -0.7769 0.7349 -0.522
S 1.4244 0.8274 1.3453 -0.521
S -0.0534 0.2669 0.0808 1.083
H 0.6382 -1.6411 -1.2330 -0.110
```

Frontier orbital gap (alpha / beta) in Ha: 0.2592 / 0.2446
Charge: -1
HOMO (alpha / beta) in eV: -4.38 / -3.73

***

# 3
# CH2N4O

A single CH2N4O molecule at a distorted geometry (the ωB97M-V functional and the def2-TZVPD basis, the OMol25 dataset).

XYZ file:
```
8
Properties=species:S:1:pos:R:3:nbo_charge:R:1
N -0.6923 -1.3369 0.1363 -0.875
C -0.3914 -0.1201 -0.1810 0.441
N -0.7125 1.0114 -0.8426 -0.232
O 0.3632 1.8654 -0.5378 -0.095
N 1.2663 1.3162 0.2364 0.226
N 0.8223 0.1469 0.4464 -0.334
H -1.5287 -1.7632 -0.2039 0.373
H 0.9492 -0.8026 0.9077 0.496
```

Frontier orbital gap in Ha: 0.3026
HOMO in eV: -8.86

***

What are the energy relative to the best compared isomer or geometry (same formula, charge and spin) values for these records? In order: 17.0 60.5 96.4 kcal/mol.
What are the total energy values for these records? In order: -1045.48770 -1270.34424 -333.39421 a.u..